Here is C4H7CeO3 as an isolated structure from the OMol25 dataset. Energies are from wB97M-V/def2-TZVPD.

XYZ file:
```
15
Properties=species:S:1:pos:R:3:forces:R:3
O 1.96651 1.62035 -0.13727 3.48 -1.34 -0.43
C 2.38520 0.34190 0.17058 1.46 -4.91 -0.87
C 1.31688 -0.67881 -0.06967 -0.96 0.52 0.71
O 0.09265 -0.22021 0.38688 -0.24 -0.24 0.33
C -1.12921 -0.77385 -0.12282 -0.58 -0.40 -0.46
C -2.20689 0.28197 0.12876 -1.12 -1.54 0.44
O -1.79511 1.54269 -0.28903 -2.01 -1.15 -0.34
Ce 0.08171 2.12769 -0.06537 -0.83 4.52 0.20
H 2.85655 0.24856 1.17352 -0.28 0.29 -0.54
H 1.34323 -1.61939 -0.62905 0.02 0.45 0.33
H -1.34633 -1.72633 0.38236 0.01 0.31 -0.14
H -0.99951 -0.95147 -1.20215 -0.03 0.01 0.25
H -2.45221 0.27241 1.21096 0.07 0.17 -0.42
H -3.11910 -0.05492 -0.40060 0.31 0.23 0.21
H 3.00564 -0.41062 -0.53711 0.71 3.09 0.73
```
Positions in Å, forces in eV/Å.

For the frontier orbital gap (spin up / spin down), the calculation gives 7.676 / 9.727 eV. As for the HOMO energy (spin up / spin down): -11.9 / -14.1 eV. Its net charge is +1. Its multiplicity is 3. The value obtained for the energy is -857.128420 Ha.



Here is one molecule with the formula C4H7Cl from the OMol25 dataset. Energies are from wB97M-V/def2-TZVPD.

XYZ file:
```
12
Properties=species:S:1:pos:R:3:forces:R:3
C -0.03927 0.10722 0.41684 -1.49 -1.80 0.59
C 0.95695 1.08994 -0.04359 0.62 1.62 -3.21
C 1.94997 -0.11187 -0.14802 1.75 0.38 0.11
C 0.79682 -1.09136 -0.06166 -0.67 -0.54 3.56
H -0.02521 0.10220 1.49339 -0.48 0.10 0.43
H 1.16329 1.86094 0.65528 0.39 0.62 0.77
H 0.74293 1.68258 -1.03145 0.30 -1.57 1.51
H 2.73554 -0.17622 -0.91253 -0.92 0.08 -0.74
H 2.63778 -0.19545 0.68143 -0.34 0.21 0.98
H 0.40496 -1.36859 -0.97192 -0.52 -1.10 -2.10
H 0.73440 -1.94603 0.75695 0.64 1.48 -2.07
Cl -1.78709 0.00453 -0.09721 0.72 0.54 0.16
```
Positions in Å, forces in eV/Å.

For the frontier orbital gap, the calculation gives 11.417 eV. Its SMILES is ClC1CCC1. As for the HOMO energy: -10.3 eV. Its net charge is 0. The value obtained for the energy is -616.749351 Ha.



Here is one molecule with the formula C4H7Cl from the OMol25 dataset. Energies are from wB97M-V/def2-TZVPD.

XYZ file:
```
12
Properties=species:S:1:pos:R:3:forces:R:3
C -0.46108 -1.35486 -0.41949 -2.18 -1.09 -1.41
C -0.33027 0.10544 -0.38437 -0.45 2.23 -4.23
C -0.21045 1.06099 0.74822 -3.14 1.65 -0.20
C 0.98864 0.73005 -0.00040 1.49 0.76 -0.47
H -1.57118 -1.73940 -0.39510 2.15 0.70 0.01
H 0.11180 -1.85628 -1.22246 -1.06 0.85 -0.54
H -0.74310 0.56200 -1.39755 0.63 -0.80 2.28
H -0.79667 2.02195 0.56079 1.28 -1.17 0.19
H -0.39850 0.74586 1.72535 0.08 -0.76 1.42
H 1.69327 0.01521 0.53138 -0.55 1.66 -1.11
H 1.26617 1.63479 -0.60855 0.62 -1.59 0.47
Cl 0.45139 -1.92575 0.86216 1.14 -2.44 3.61
```
Positions in Å, forces in eV/Å.

For the frontier orbital gap, the calculation gives 11.044 eV. Its SMILES is ClCC1CC1. As for the HOMO energy: -10.0 eV. Its net charge is 0. The value obtained for the energy is -616.724126 Ha.



Here is C4H7ClFN as an isolated structure from the OMol25 dataset. Energies are from wB97M-V/def2-TZVPD.

XYZ file:
```
14
Properties=species:S:1:pos:R:3:forces:R:3
C -1.18086 0.90176 0.53898 -2.39 2.20 2.32
C -0.98258 -0.52937 0.03524 0.74 -0.52 -1.66
C 0.41373 -0.96505 -0.38099 -2.44 0.37 -0.12
C 1.58301 -0.36909 0.30699 -1.16 1.53 1.57
H -1.91995 1.35645 -0.16071 -0.57 -0.55 0.93
H -0.37498 1.44494 0.09132 0.98 0.36 1.09
H -1.48698 1.47460 1.75087 1.16 -2.59 -3.68
H -1.62298 -1.43385 0.00648 -0.40 1.32 0.89
H -0.46375 0.70957 -1.47613 1.00 -0.12 -0.20
H 0.59258 -2.09345 -0.45679 -0.48 1.81 -0.46
H 1.46466 -0.39707 1.48089 0.15 0.99 -2.27
N -0.53335 -0.29469 -1.38081 0.52 -2.52 1.08
F 2.58162 -1.17304 0.05393 2.52 -0.75 -0.49
Cl 1.92983 1.36827 -0.40926 0.36 -1.53 1.00
```
Positions in Å, forces in eV/Å.

For the frontier orbital gap, the calculation gives 10.404 eV. As for the HOMO energy: -9.6 eV. Its net charge is 0. The value obtained for the energy is -771.286800 Ha.



Here is one molecule with the formula C4H7ClN2 from the OMol25 dataset. Energies are from wB97M-V/def2-TZVPD.

XYZ file:
```
14
Properties=species:S:1:pos:R:3:forces:R:3
C 1.41823 1.64121 -0.15514 -0.02 0.26 0.08
C 1.03996 0.45058 -0.87400 -0.09 -0.68 -0.33
C 0.68563 -0.69902 0.07855 -0.21 0.10 0.12
C -0.65279 -0.43255 0.77751 0.44 0.03 0.17
N 1.69971 2.58355 0.42927 0.15 0.39 0.29
N -1.72379 -0.59407 -0.20033 -0.34 0.18 -0.35
Cl -2.96412 0.63281 -0.07330 0.23 -0.42 0.09
H 0.16753 0.67860 -1.49262 0.11 -0.04 -0.07
H 1.87236 0.17178 -1.52571 -0.14 0.01 -0.03
H 0.61122 -1.62111 -0.49978 0.05 -0.02 0.04
H 1.46810 -0.82187 0.82936 0.02 -0.04 -0.04
H -0.76926 -1.10100 1.63793 -0.07 0.10 -0.05
H -0.65608 0.59578 1.14681 -0.06 -0.12 0.05
H -2.19671 -1.48470 -0.07855 -0.08 0.24 0.03
```
Positions in Å, forces in eV/Å.

For the frontier orbital gap, the calculation gives 10.291 eV. Its SMILES is N#CCCCNCl. As for the HOMO energy: -9.7 eV. Its net charge is 0. The value obtained for the energy is -726.271505 Ha.



Here is one molecule with the formula C4H7ClN2 from the OMol25 dataset. Energies are from wB97M-V/def2-TZVPD.

XYZ file:
```
14
Properties=species:S:1:pos:R:3:forces:R:3
C 0.31449 -1.29644 0.30877 -2.98 1.31 -0.48
C -0.58748 -0.00772 0.35766 -2.36 -2.27 1.96
C 2.33249 -0.20276 0.48769 1.94 0.38 1.30
C -1.57972 0.09449 -0.82610 1.14 2.11 0.35
N 1.53848 -1.11596 0.17315 1.16 -0.61 -0.08
N 0.09906 1.18014 0.68481 -0.13 0.74 -0.44
Cl 3.71698 0.31927 -0.38449 -0.31 -0.35 -0.81
H -0.23185 -2.21853 0.54178 0.85 0.06 -0.24
H -1.23738 -0.35958 1.36851 1.35 0.92 -2.35
H 1.08019 1.01923 0.51905 1.17 -0.12 1.00
H -1.68554 -0.89625 -1.26443 -0.40 0.50 -0.53
H -1.26280 0.99624 -1.47370 0.26 -2.07 0.08
H -2.47676 0.58229 -0.48061 -0.88 -0.73 0.37
H -0.02015 1.90559 -0.01210 -0.81 0.13 -0.14
```
Positions in Å, forces in eV/Å.

For the frontier orbital gap, the calculation gives 7.952 eV. As for the HOMO energy: -8.0 eV. Its net charge is 0. The value obtained for the energy is -726.167740 Ha.



Here is one molecule with the formula C4H7ClN2 from the OMol25 dataset. Energies are from wB97M-V/def2-TZVPD.

XYZ file:
```
14
Properties=species:S:1:pos:R:3:forces:R:3
C 0.46315 -0.00289 0.58078 -0.18 0.05 0.94
C 0.27247 -0.32477 -0.82908 -1.15 -2.12 -2.32
C -0.95072 0.51337 1.06428 2.60 1.31 -0.06
C -0.50099 0.70336 -1.60336 0.06 0.26 1.26
N -1.16138 1.82498 0.43889 0.13 -0.97 0.74
N -1.03782 1.61799 -0.80431 -0.42 0.98 -2.52
Cl -1.87887 2.84898 -1.71412 -0.04 0.66 -0.44
H 0.98094 -0.86267 1.07607 -0.88 0.75 0.04
H 1.11182 0.86184 0.64279 0.25 0.22 0.48
H 1.10594 -0.61903 -1.42588 1.34 0.24 -0.10
H -0.26120 -1.29885 -0.82523 -0.31 0.40 -0.27
H -1.83957 0.01595 0.82255 -0.91 -1.86 -0.49
H -0.90559 0.65857 2.09881 -0.17 0.32 1.62
H -0.46210 0.88005 -2.69508 -0.31 -0.24 1.13
```
Positions in Å, forces in eV/Å.

For the frontier orbital gap (spin up / spin down), the calculation gives 8.332 / 8.333 eV. As for the HOMO energy (spin up / spin down): -7.8 / -7.8 eV. Its net charge is 0. The value obtained for the energy is -726.174019 Ha.



Here is one molecule with the formula C4H7ClN2O from the OMol25 dataset. Energies are from wB97M-V/def2-TZVPD.

XYZ file:
```
15
Properties=species:S:1:pos:R:3:forces:R:3
C 1.30297 0.03423 0.23266 -1.05 -0.66 0.48
C 0.45621 -1.08704 -0.40777 0.31 -0.09 -0.49
C -0.97146 -1.01544 0.09846 -1.28 0.08 -0.09
C 0.68191 1.41951 -0.05273 1.44 -0.18 0.29
H 1.15024 -0.13982 1.31050 0.39 0.36 -0.20
H 0.88607 -2.04404 -0.11984 0.04 -0.08 -0.06
H 0.47238 -1.03035 -1.50859 0.03 0.07 0.35
H -1.03977 -1.17442 1.17846 0.40 -0.09 0.16
H -1.66515 -1.79107 -0.35413 1.03 0.86 0.27
H -2.33374 0.54765 0.33233 -0.41 -0.56 0.30
H -1.13467 2.29273 -0.23117 0.61 -0.69 0.04
N -1.54888 0.29841 -0.24224 0.23 -0.08 -0.72
N -0.67240 1.40092 -0.00431 -0.16 1.28 -0.11
O 1.36236 2.42864 -0.16213 -0.88 -0.52 -0.08
Cl 3.05393 -0.13990 -0.06947 -0.70 0.29 -0.14
```
Positions in Å, forces in eV/Å.

For the frontier orbital gap, the calculation gives 9.447 eV. Its SMILES is O=C1NNCC[C@H]1Cl. As for the HOMO energy: -8.8 eV. Its net charge is 0. The value obtained for the energy is -801.532121 Ha.



Here is a 2-piece molecular cluster, C4H7ClN2S overall from the OMol25 dataset. Energies are from wB97M-V/def2-TZVPD.

XYZ file:
```
15
Properties=species:S:1:pos:R:3:forces:R:3
C -1.48291 0.91044 -0.99949 -0.41 1.72 -0.59
C -0.51130 0.05627 -0.19905 -2.95 -1.61 -0.52
C 1.70287 0.46633 0.78917 -1.22 -2.32 -2.45
C 2.47316 -0.58642 0.55354 2.54 0.46 2.46
H -1.07393 1.82401 -1.65792 -0.62 -1.80 2.21
H -1.76555 0.26477 -1.74556 -0.69 -1.64 -2.32
H -2.49351 1.05945 -0.57094 0.88 0.49 0.43
H 0.25101 1.74130 0.00998 1.70 -2.31 -0.59
H 1.83820 1.12245 1.58827 0.17 0.71 1.27
H 3.29771 -0.81071 1.30438 -1.20 0.36 -1.05
H -2.49953 -2.42559 1.65844 0.37 1.68 -3.70
N 0.60229 0.70828 -0.08970 3.10 6.33 1.72
N -0.66982 -1.15450 0.21178 -0.97 0.61 -0.21
S -2.30698 -1.64358 -0.02022 -0.07 -2.33 3.87
Cl 2.63830 -1.53251 -0.83269 -0.62 -0.35 -0.53
```
Positions in Å, forces in eV/Å.

For the frontier orbital gap, the calculation gives 8.030 eV. As for the HOMO energy: -8.0 eV. Its net charge is 0. The value obtained for the energy is -1124.350070 Ha.



Here is an isolated ion of composition C4H7ClN3 and charge +1 from the OMol25 dataset. Energies are from wB97M-V/def2-TZVPD.

XYZ file:
```
15
Properties=species:S:1:pos:R:3:forces:R:3
C 0.00072 -2.27974 -0.23562 -0.81 0.99 -1.53
C -0.19798 -0.02978 -0.01406 2.95 -3.29 1.22
C 0.94658 -0.52064 0.73291 -3.00 3.01 -1.38
C -0.81387 1.31107 -0.14324 0.37 -0.81 0.32
N -0.70207 -1.20673 -0.57143 -0.74 2.64 -0.44
N 0.99780 -1.85665 0.53345 0.99 -1.11 0.07
N 0.24975 2.32487 -0.13937 -0.37 -0.37 -4.83
Cl 1.89780 0.44970 1.76598 0.01 -0.97 -0.29
H -0.21528 -3.12324 -0.85958 0.75 -1.03 0.68
H -1.59238 1.17707 -0.94506 0.69 1.10 0.60
H -1.25926 1.40661 0.83396 -1.14 0.25 0.14
H 1.82915 -2.40524 0.71395 -0.19 -0.19 0.40
H -1.42148 -1.09680 -1.31584 0.63 -0.90 0.98
H 0.08230 2.86517 0.62447 -0.29 2.12 2.54
H 0.19824 2.98432 -0.98053 0.15 -1.45 1.52
```
Positions in Å, forces in eV/Å.

For the frontier orbital gap, the calculation gives 10.045 eV. Its SMILES is NCc1[nH]c[nH+]c1Cl. As for the HOMO energy: -13.4 eV. Its net charge is +1. The value obtained for the energy is -780.808115 Ha.



Here is a 2-piece molecular cluster, C4H7ClNO2 overall from the OMol25 dataset. Energies are from wB97M-V/def2-TZVPD.

XYZ file:
```
15
Properties=species:S:1:pos:R:3:forces:R:3
C -0.58447 1.34483 -0.39751 0.29 2.57 -1.18
C -2.00934 -0.77124 -0.00840 0.21 -5.93 -3.66
C 1.72508 1.42628 0.65359 -0.64 0.32 0.80
C 0.30693 -1.51963 -0.45502 1.39 -0.09 0.85
N 0.55459 1.61654 -0.23076 0.77 -0.71 1.45
O -1.70817 1.36581 -0.80991 0.10 -1.69 0.77
O -1.13587 -1.79221 -0.55778 -3.42 4.63 1.10
Cl -3.68998 -0.80730 -0.35896 2.81 -0.05 0.40
H -1.59754 -0.58158 0.91040 0.41 1.96 2.35
H 2.55939 1.03006 0.06381 -0.25 0.19 0.34
H 1.96061 2.38126 1.14601 0.17 -0.06 -0.80
H 1.47904 0.81588 1.55505 0.04 -0.12 -1.07
H 0.67880 -2.14999 -1.21760 0.41 -0.86 -0.73
H 0.59623 -0.50358 -0.80067 -0.61 -0.89 0.61
H 0.86471 -1.85511 0.50776 -1.67 0.75 -1.22
```
Positions in Å, forces in eV/Å.

For the frontier orbital gap, the calculation gives 8.475 eV. As for the HOMO energy: -15.1 eV. Its net charge is +1. The value obtained for the energy is -821.634556 Ha.



Here is C4H7ClNO4S as an isolated structure from the OMol25 dataset. Energies are from wB97M-V/def2-TZVPD.

XYZ file:
```
18
Properties=species:S:1:pos:R:3:forces:R:3
C 0.46865 -0.56292 1.73122 -0.76 0.20 -0.52
C 0.52539 -1.97317 1.19481 0.55 -2.05 0.36
C 1.83776 2.26976 0.77759 1.16 -1.31 -1.33
C 0.67126 1.68828 0.93786 0.49 -2.05 1.17
N 0.41022 0.38801 0.80655 0.96 -0.42 -1.93
O 0.09458 1.04256 -1.97034 0.09 0.91 -0.32
O 0.33404 -0.31814 2.90439 0.37 -0.18 2.71
O -0.95646 -1.10676 -2.46076 0.26 -0.28 0.62
O -1.80604 0.17590 -0.60744 -0.06 0.91 0.96
S -0.29922 -0.14683 -1.25951 0.10 -1.48 0.88
Cl -0.71801 2.54410 1.50524 -1.13 1.46 0.45
H -0.09858 -2.76679 1.83325 1.17 1.97 -1.59
H 0.28435 -1.86899 0.13016 -0.53 -0.82 0.41
H 1.58904 -2.38431 1.12842 -1.12 0.71 0.53
H 1.85812 3.26322 0.97387 0.46 3.01 0.42
H 2.71735 1.80372 0.27982 -1.01 0.10 0.72
H -1.75692 0.79520 0.21040 0.46 -1.43 -1.93
H -1.46764 -0.42341 -2.84870 -1.45 0.76 -1.64
```
Positions in Å, forces in eV/Å.

For the frontier orbital gap, the calculation gives 7.597 eV. As for the HOMO energy: -4.1 eV. Its net charge is -1. The value obtained for the energy is -1370.706218 Ha.